C6H10N | wB97M-V/def2-TZVPD

The geometry in XYZ format:
```
17
C6H10N wB97M-V/def2-TZVPD
C 3.11 -0.12 -0.43
C 1.82 -0.18 -0.88
C 2.37 0.17 0.74
C -1.37 -1.03 -0.70
C -0.73 1.28 0.08
C -0.88 -0.09 0.38
N 1.20 -0.66 0.32
H 4.09 0.22 -0.84
H 2.33 0.81 1.60
H -0.63 -1.28 -1.37
H -1.91 -1.95 -0.26
H -2.13 -0.38 -1.06
H -1.54 1.91 0.40
H -0.81 1.65 -0.96
H 0.05 1.69 0.60
H -0.93 -0.49 1.33
H 1.48 -1.61 0.39
```

The spin multiplicity is 1. As for the net charge: +1.

C3H3Cl2NS | wB97M-V/def2-TZVPD

The geometry in XYZ format:
```
10
C3H3Cl2NS wB97M-V/def2-TZVPD
Cl -3.08 -1.31 -0.20
C -1.98 -0.40 0.66
N -1.51 0.72 0.60
Cl -1.91 1.73 -0.63
H -1.54 -1.00 1.39
C 1.11 0.76 -0.05
C 1.83 0.01 -0.63
S 2.70 -1.40 -1.26
H 0.81 1.49 0.64
H 3.58 -0.61 -0.52
```

The spin multiplicity is 1. As for the net charge: 0.

| no. | HOMO energy (hartree) |
| --- | --- |
| 1 | -0.492 |
| 2 | -0.336 |